Computed, not measured: a 2-piece molecular cluster, C4H8N2 overall, with ωB97M-V/def2-TZVPD.

Computed properties:
LUMO energy (Eh): 0.022
ΔE to the lowest compared entry with this formula, charge and spin (kJ/mol): 423.7
HOMO-LUMO gap (eV): 9.248

ORCA input file:
```
! wB97M-V def2-TZVPD RIJCOSX def2/J DEFGRID3
* xyz 0 1
C 0.611 2.144 0.860
C -0.155 -0.268 -1.572
C -1.258 -1.621 0.240
C -0.957 -0.416 -0.572
N 1.407 1.437 1.605
N 0.158 -0.068 -2.739
H 0.918 1.671 -0.095
H -0.913 -1.396 1.305
H -0.594 -2.479 -0.115
H -2.288 -1.945 0.087
H -1.366 0.525 -0.227
H 1.364 1.697 2.601
H 1.945 0.546 1.501
H 1.128 0.173 -2.880
*
```

=====

Computed, not measured: C29H35F5GeN5O5SSn as an isolated structure, with ωB97M-V/def2-TZVPD.

Computed properties:
LUMO energy (spin up / spin down) (Eh): 0.145 / 0.139
ΔE to the lowest compared entry with this formula, charge and spin (kJ/mol): 0.0
HOMO-LUMO gap (spin up / spin down) (eV): 6.409 / 6.461

ORCA input file:
```
! wB97M-V def2-TZVPD RIJCOSX def2/J DEFGRID3
* xyz -2 2
Sn -0.798 -0.639 -0.552
C -0.390 -3.973 2.519
C -0.608 -3.631 1.049
C -2.086 -3.764 0.715
C 0.222 -4.547 0.157
O -0.194 -2.253 0.859
Ge 1.668 -1.733 1.030
O 1.491 -1.500 -0.840
C 2.527 -1.031 -1.708
C 3.441 -2.215 -2.014
C 1.849 -0.538 -2.982
C 3.305 0.116 -1.067
O 0.995 -0.003 1.245
C 1.101 0.825 2.396
C 0.966 -0.008 3.671
C -0.028 1.847 2.324
C 2.451 1.538 2.346
H -0.700 -5.002 2.707
H 0.663 -3.867 2.790
H -0.981 -3.301 3.145
H -2.429 -4.761 0.996
H -2.662 -3.015 1.258
H -2.259 -3.644 -0.354
H -0.110 -5.578 0.282
H 0.107 -4.272 -0.892
H 1.282 -4.494 0.420
H 2.864 -3.029 -2.455
H 4.233 -1.924 -2.709
H 3.905 -2.582 -1.095
H 1.216 -1.323 -3.400
H 1.248 0.349 -2.768
H 2.596 -0.258 -3.729
H 3.812 -0.216 -0.156
H 4.064 0.486 -1.760
H 2.630 0.939 -0.828
H 0.032 -0.574 3.643
H 1.795 -0.713 3.769
H 0.960 0.637 4.553
H -0.993 1.345 2.420
H 0.061 2.575 3.135
H 0.018 2.380 1.372
H 3.265 0.809 2.354
H 2.515 2.125 1.427
H 2.573 2.206 3.203
O -2.477 -0.566 0.940
N -3.052 0.555 1.183
N -2.871 1.434 0.285
O -2.182 1.218 -0.794
C -3.362 2.763 0.522
C -4.511 2.955 1.272
C -4.948 4.251 1.496
C -4.242 5.327 0.974
C -3.093 5.108 0.225
C -2.641 3.818 -0.014
H -5.042 2.101 1.669
H -5.847 4.419 2.077
H -4.587 6.338 1.153
H -2.527 5.940 -0.173
H -1.732 3.632 -0.578
F 3.815 8.298 -2.163
C 3.144 7.146 -1.952
C 1.795 7.158 -1.650
F 1.149 8.338 -1.566
C 1.120 5.973 -1.437
F -0.192 6.075 -1.149
C 1.725 4.707 -1.502
S 0.854 3.246 -1.219
C 3.093 4.751 -1.817
F 3.792 3.609 -1.917
C 3.787 5.925 -2.035
F 5.101 5.897 -2.331
N -1.297 -6.392 -2.745
C -1.650 -7.143 -1.938
C -2.072 -8.058 -0.949
C -2.511 -9.345 -1.317
N -2.874 -10.403 -1.618
C -2.029 -7.693 0.410
N -1.986 -7.384 1.526
C -1.708 -1.813 -2.141
H -2.752 -1.997 -1.893
H -1.166 -2.750 -2.257
H -1.639 -1.228 -3.057
*
```

=====

Computed, not measured: C14H18Cl5N3O7P2RhS2 as an isolated structure, with ωB97M-V/def2-TZVPD.

Computed properties:
LUMO energy (spin up / spin down) (Eh): -0.112 / -0.210
ΔE to the lowest compared entry with this formula, charge and spin (kJ/mol): 69.8
HOMO-LUMO gap (spin up / spin down) (eV): 7.925 / 5.674

ORCA input file:
```
! wB97M-V def2-TZVPD RIJCOSX def2/J DEFGRID3
* xyz 1 5
Rh 0.243 0.769 0.029
C -2.780 -1.728 -3.202
C -1.923 -1.888 -2.043
O -1.658 -3.309 -1.902
P -2.543 -1.048 -0.480
O -3.170 0.339 -0.968
O -3.777 -1.945 -0.090
O -1.440 -0.902 0.557
P -0.196 -1.265 -2.204
O 0.061 -1.573 -3.762
O -0.331 0.239 -1.921
O 0.795 -2.011 -1.367
H -3.847 -1.977 -3.013
H -2.412 -2.458 -3.961
H -2.723 -0.774 -3.665
H -1.158 -3.452 -1.123
H -2.462 0.975 -1.248
H -3.825 -2.426 0.787
H 0.868 -2.065 -3.828
Cl -0.158 3.334 -2.675
C -0.037 3.541 -0.968
C -0.544 2.615 -0.054
C -1.185 3.150 1.102
Cl -2.212 2.277 2.204
C -0.988 4.507 1.444
Cl -2.030 5.319 2.486
C 0.082 5.199 0.866
Cl 0.665 6.660 1.445
C 0.485 4.776 -0.410
Cl 1.620 5.625 -1.427
C 2.106 -3.227 1.412
N 1.462 -1.907 1.317
C 0.762 -1.335 2.277
S 0.707 0.401 2.326
N 0.182 -2.057 3.269
C -0.899 -1.530 4.069
H 3.051 -3.226 0.774
H 1.436 -4.000 0.996
H 2.407 -3.441 2.461
H 1.382 -1.482 0.372
H 0.253 -3.070 3.212
H -1.615 -1.008 3.453
H -0.494 -0.749 4.764
H -1.374 -2.382 4.604
S 4.741 1.349 0.090
C 4.283 0.929 -1.470
C 2.898 0.898 -1.600
N 2.273 1.107 -0.365
C 3.077 1.426 0.626
H 4.989 0.712 -2.310
H 2.289 0.479 -2.443
H 2.660 1.606 1.559
*
```

=====

Computed, not measured: C29H33N6O7PReSb as an isolated structure, with ωB97M-V/def2-TZVPD.

Computed properties:
LUMO energy (spin up / spin down) (Eh): -0.146 / -0.199
ΔE to the lowest compared entry with this formula, charge and spin (kJ/mol): 184.3
HOMO-LUMO gap (spin up / spin down) (eV): 6.604 / 5.138

ORCA input file:
```
! wB97M-V def2-TZVPD RIJCOSX def2/J DEFGRID3
* xyz 1 4
Re -0.252 0.207 0.058
O 3.801 -0.238 0.376
C 2.628 -0.399 0.640
O 1.575 -0.478 -0.288
C 2.178 -0.626 2.060
C 3.128 -1.179 2.995
C 2.853 -1.177 4.350
C 1.805 -0.499 4.901
C 0.827 -0.106 3.932
C 0.875 -0.348 2.530
O -0.269 -0.531 1.831
N -0.131 0.851 4.441
O -0.384 0.858 5.673
O -0.613 1.695 3.651
N 3.661 -2.020 5.140
O 4.716 -2.457 4.683
O 3.301 -2.157 6.327
H 4.038 -1.569 2.687
H 1.562 -0.523 5.985
N -0.197 1.915 -0.442
C 0.055 3.232 -0.347
C -0.996 4.009 0.314
C -1.734 3.429 1.355
C -2.480 4.264 2.148
C -2.712 5.602 1.828
C -2.028 6.167 0.762
C -1.103 5.401 0.050
C 1.416 3.669 -0.634
C 2.383 2.816 -1.265
C 3.628 3.215 -1.510
C 4.068 4.530 -1.246
C 3.204 5.318 -0.505
C 1.879 4.952 -0.249
H -1.803 2.346 1.599
H -2.953 3.989 3.083
H -3.357 6.284 2.398
H -2.185 7.188 0.389
H -0.687 5.931 -0.772
H 2.123 1.833 -1.530
H 4.373 2.487 -1.847
H 5.138 4.865 -1.497
H 3.492 6.276 -0.064
H 1.200 5.696 0.218
C 3.094 -5.368 -2.125
Sb 1.018 -5.673 -1.329
C 1.600 -7.246 0.008
C 1.072 -4.268 0.310
H 3.781 -5.672 -1.323
H 3.189 -4.277 -2.355
H 3.198 -5.998 -3.039
H 0.748 -7.544 0.693
H 2.450 -6.841 0.571
H 1.934 -8.139 -0.581
H 1.138 -4.677 1.319
H 0.109 -3.743 0.268
H 1.835 -3.497 0.192
C -3.979 0.107 -3.672
N -2.707 -0.576 -3.990
C -2.975 -1.993 -3.849
N -3.535 -2.437 -2.541
C -4.735 -1.703 -2.179
N -4.562 -0.216 -2.324
C -3.701 0.247 -1.226
P -1.948 -0.513 -1.312
C -1.576 -0.208 -3.146
C -2.463 -2.379 -1.509
H -4.696 -0.174 -4.427
H -3.849 1.174 -3.702
H -2.004 -2.521 -4.048
H -3.730 -2.275 -4.611
H -5.022 -1.904 -1.098
H -5.573 -2.100 -2.720
H -4.199 0.014 -0.261
H -3.591 1.350 -1.217
H -0.694 -0.813 -3.435
H -1.209 0.794 -3.254
H -2.826 -2.642 -0.511
H -1.614 -3.005 -1.786
*
```

=====

Computed, not measured: C22H22BrN3O2Ru as an isolated structure, with ωB97M-V/def2-TZVPD.

Computed properties:
LUMO energy (spin up / spin down) (Eh): -0.134 / -0.173
HOMO-LUMO gap (spin up / spin down) (eV): 7.591 / 7.049

ORCA input file:
```
! wB97M-V def2-TZVPD RIJCOSX def2/J DEFGRID3
* xyz 1 6
Ru -0.411 1.641 -0.499
O -1.293 5.609 0.587
C -1.138 4.403 0.536
N -0.300 3.729 -0.284
C 0.511 4.499 -1.193
C 1.557 3.614 -1.806
C 2.525 4.121 -2.661
C 3.477 3.274 -3.187
C 3.450 1.923 -2.853
C 2.460 1.484 -2.012
N 1.532 2.312 -1.495
C -1.894 3.492 1.469
C -2.808 3.994 2.369
C -3.439 3.111 3.233
C -3.124 1.760 3.176
C -2.200 1.336 2.242
N -1.603 2.188 1.403
H 0.998 5.327 -0.674
H -0.090 4.954 -1.985
H 2.520 5.178 -2.899
H 4.237 3.655 -3.856
H 4.180 1.227 -3.243
H 2.387 0.441 -1.731
H -2.995 5.060 2.374
H -4.167 3.472 3.949
H -3.584 1.044 3.843
H -1.925 0.293 2.153
Br -1.969 1.483 -2.338
C -0.688 -6.725 -0.167
C -0.297 -5.287 0.026
C 0.995 -4.943 0.411
C 1.373 -3.627 0.589
C 2.801 -3.350 1.017
C 0.406 -2.607 0.370
C 0.834 -1.262 0.560
O 0.137 -0.234 0.472
C -0.920 -2.940 -0.019
C -1.990 -1.910 -0.277
C -1.235 -4.273 -0.181
H 0.136 -7.403 0.050
H -1.011 -6.893 -1.197
H -1.530 -6.983 0.479
H 1.724 -5.729 0.578
H 3.337 -4.289 1.139
H 2.849 -2.822 1.971
H 3.347 -2.761 0.277
H 1.890 -1.117 0.804
H -2.196 -1.307 0.606
H -2.913 -2.397 -0.582
H -1.699 -1.224 -1.071
H -2.243 -4.540 -0.479
*
```